Entry 1:
ORCA calculation (ωB97M-V/def2-TZVPD) on a structure of composition C26H22Cl2HfN3O.

For the HOMO energy, the calculation gives -0.390 Eh. For the calculated total energy, the calculation gives -2211.70557 hartree. As for the gap between HOMO and LUMO: 6.933 eV. The energy relative to the best compared isomer or geometry (same formula, charge and spin) comes out at 56.0 kcal per mole. As for the net charge: +1. The calculation puts the LUMO energy at -3.7 eV.

Structure (XYZ):
```
55
Properties=species:S:1:pos:R:3:forces:R:3:nbo_charge:R:1
C -1.76068 2.31212 0.26066 -0.08 -0.07 0.09 -0.212
H -5.36090 -1.51678 0.28662 0.00 0.00 0.00 0.246
Cl -5.69084 2.23104 -0.41593 0.04 0.01 0.02 0.038
C 3.38954 -0.92820 3.02002 0.08 0.04 -0.14 -0.318
C 1.35163 -2.76254 -0.90329 0.12 0.09 -0.13 -0.001
C -2.33567 -0.79318 2.47598 0.14 0.02 0.08 0.149
C 3.77403 -3.07502 0.19101 0.01 0.07 0.01 -0.238
C -0.03123 -2.30705 -0.60039 -0.04 0.14 0.20 -1.059
C -2.11123 1.36358 -1.92268 0.12 0.00 0.07 -0.220
H -1.10502 2.61945 1.06984 0.02 0.08 -0.06 0.237
H 3.69266 -3.50167 -3.24626 0.03 -0.01 0.00 0.238
C 1.13866 0.33454 3.22668 0.16 0.01 0.02 -0.296
C -1.21533 1.77066 -0.91284 0.11 -0.25 -0.07 -0.107
C -3.28772 -1.01291 0.37913 -0.12 -0.07 0.08 0.073
C 4.20506 -1.69249 0.79747 0.08 0.06 -0.02 -0.263
C 1.90408 -3.08106 -2.07614 0.00 -0.01 -0.05 -0.071
H 5.26656 -3.48193 -1.41844 0.01 0.00 0.04 0.224
N -0.14136 0.17441 2.53381 0.28 -0.57 -0.02 -0.848
C 0.23730 1.46769 -1.00660 0.17 0.05 0.03 -1.009
C 4.27975 -1.60912 2.28554 -0.04 0.01 0.11 -0.024
C -4.63808 -1.35126 2.31235 0.02 -0.01 0.07 -0.118
Cl 0.96369 -3.17556 -3.53599 -0.02 0.02 0.04 0.003
H 1.09578 -0.12804 4.21385 0.01 -0.01 -0.02 0.260
H -5.58856 -1.58328 2.77368 -0.01 0.00 -0.02 0.242
H 3.99500 -3.94314 0.81587 0.01 -0.01 -0.02 0.233
C 2.86391 -1.13178 0.29195 -0.01 -0.03 -0.13 -0.075
H 0.87136 2.24922 -0.58356 -0.04 0.00 0.02 0.259
H 2.94634 -0.69354 -0.70279 0.00 0.00 0.01 0.240
C 2.23394 -0.28733 2.39985 -0.21 0.02 0.14 0.399
C -3.13454 2.47652 0.41462 0.14 -0.05 0.01 -0.213
Hf -0.10136 -0.23392 0.38842 -0.46 0.46 0.01 2.436
C -3.47213 1.53008 -1.77959 -0.05 0.01 0.03 -0.163
C -1.06204 -0.54233 3.25575 -0.41 0.05 -0.24 0.638
C 2.31465 -2.56914 0.22276 0.00 -0.12 0.10 -0.185
H 1.38722 1.39214 3.37332 -0.05 0.00 0.02 0.239
C 3.34986 -3.31093 -2.23819 -0.04 0.01 0.08 -0.220
H 1.85577 -2.81935 1.18511 -0.03 0.01 -0.03 0.218
H -3.54112 2.90387 1.32061 -0.01 0.01 0.01 0.245
H -1.71512 0.94351 -2.83978 0.00 0.01 -0.01 0.235
C -3.52375 -1.10397 3.10242 -0.08 -0.03 -0.06 -0.196
H -3.55992 -1.15366 4.18078 0.06 0.01 0.01 0.263
H -3.14274 -0.98476 -0.69205 0.00 -0.01 0.00 0.226
H -0.68116 -2.32649 -1.48327 0.05 -0.01 -0.02 0.262
C 4.21774 -3.29148 -1.22460 -0.01 -0.03 -0.10 -0.173
H -0.48492 -2.99014 0.13455 0.01 0.05 0.04 0.254
N 2.02099 -0.29957 1.12922 -0.27 -0.23 0.02 -0.620
N -2.22135 -0.74118 1.14169 0.19 0.07 -0.22 -0.592
C -3.97768 2.07605 -0.60251 -0.13 -0.01 -0.04 -0.045
H 5.11314 -1.26595 0.36410 -0.01 0.01 0.00 0.245
C -4.51832 -1.31507 0.93175 0.06 0.02 -0.05 -0.222
H -4.15412 1.23971 -2.56729 0.01 0.00 -0.02 0.236
O -0.96104 -0.99970 4.37440 0.16 0.24 0.13 -0.584
H 5.11192 -2.09279 2.78563 0.02 -0.02 -0.04 0.231
H 3.48026 -0.86417 4.09535 -0.01 0.00 0.00 0.245
H 0.56339 1.24036 -2.02213 -0.01 -0.02 0.01 0.257
```
Forces are in eV/Å.

---

Entry 2:
ORCA calculation (ωB97M-V/def2-TZVPD) on an isolated molecule of C26H22ClN3O4S in a non-equilibrium geometry.

For the HOMO energy, the calculation gives -0.307 Eh. For the calculated total energy, the calculation gives -2327.59658 hartree. As for the gap between HOMO and LUMO: 8.350 eV. As for the SMILES: COc1ccc(NC(=O)c2cc(S(=O)(=O)N(Cc3ccccc3)c3ccccc3)ccc2Cl)cn1. The energy relative to the best compared isomer or geometry (same formula, charge and spin) comes out at 0.0 kcal per mole. The calculation puts the LUMO energy at 0.0 eV.

Structure (XYZ):
```
57
Properties=species:S:1:pos:R:3:forces:R:3:nbo_charge:R:1
S 2.87547 -1.41456 -1.57107 -0.25 -0.16 0.19 2.331
C -4.92056 0.34362 -0.78595 0.60 -0.09 0.08 0.034
H 5.67327 -1.67576 -1.49197 0.10 -0.01 -0.06 0.246
C 1.86608 1.43812 -0.06457 -0.06 0.31 0.15 -0.042
C 1.73915 -2.15581 0.80912 -0.05 -0.11 0.05 -0.180
H 7.93008 -1.48731 -0.56568 0.05 -0.07 -0.04 0.216
H -5.20867 -2.60682 0.82630 0.00 -0.10 0.05 0.211
H -3.03109 -2.00259 0.61268 0.10 0.24 -0.13 0.406
H 0.55976 2.59315 -1.30410 -0.06 0.02 -0.17 0.215
H 8.51358 0.38543 0.94050 0.08 0.01 0.03 0.214
C 4.93016 0.07089 -0.50366 0.79 -0.24 0.25 0.236
H 4.53938 1.88046 0.60095 -0.10 0.05 0.03 0.222
H 0.88692 -2.62795 2.71937 0.00 -0.02 0.08 0.237
C 6.55205 1.24150 0.84610 0.10 0.00 -0.01 -0.183
O -2.05930 0.62139 -0.83549 -0.09 0.13 -0.21 -0.595
C -2.05951 -0.42288 -0.22146 0.06 -0.34 0.18 0.662
C 7.51611 0.29888 0.53740 0.06 0.02 0.06 -0.236
H -4.21071 1.06871 -1.15160 0.10 -0.09 0.05 0.232
H 0.10809 -0.58552 -1.69701 -0.07 0.11 -0.09 0.261
N 3.64304 -0.02416 -1.04364 -0.70 -0.67 -0.45 -0.709
C 0.04452 1.98280 1.97243 -0.10 0.08 0.04 -0.245
C -0.16643 2.48461 0.69942 0.00 0.08 0.05 -0.184
H 2.94565 0.34553 1.43214 0.07 -0.06 0.00 0.217
H -7.61052 -2.06063 0.41129 -0.07 -0.09 0.05 0.231
Cl -1.70474 -1.60592 2.69649 -0.04 -0.04 0.34 0.020
C 1.50849 -1.55689 -0.41484 0.34 -0.13 -0.49 -0.252
O 2.33600 -1.16023 -2.87260 -0.16 0.21 0.17 -0.929
C -6.81606 -1.40858 0.08905 -0.05 0.19 -0.10 -0.281
C 2.07759 0.95138 1.21869 0.03 0.14 0.01 -0.253
O 3.71714 -2.55561 -1.38840 0.10 0.13 0.32 -0.929
H 2.70972 -2.58002 1.01146 0.11 -0.07 0.13 0.247
C 0.72471 -2.18801 1.74780 0.03 -0.04 -0.10 -0.237
N -3.16596 -1.13532 0.10964 0.07 -0.33 0.01 -0.585
H 6.79214 2.07242 1.49330 0.01 0.06 0.04 0.214
C -4.50466 -0.81069 -0.13244 -0.43 0.23 -0.13 0.064
C -0.76698 -1.07108 0.19415 0.25 0.03 0.12 -0.100
H -8.21178 1.27395 -2.47340 -0.06 0.05 0.06 0.190
C -0.51147 -1.63102 1.44581 0.20 0.01 -0.30 -0.017
H -1.04341 3.07505 0.48627 -0.10 0.03 -0.03 0.222
H -0.66506 2.18493 2.76112 -0.07 0.02 0.07 0.216
C 5.27067 1.13280 0.33708 -0.23 -0.03 -0.11 -0.292
C 0.27433 -1.03178 -0.72916 -0.10 -0.07 -0.05 -0.181
C 1.16967 1.21965 2.22878 0.09 -0.03 0.04 -0.157
C 7.18561 -0.75076 -0.30276 -0.01 0.03 0.03 -0.189
C 2.81778 1.15404 -1.20429 -0.32 0.46 -0.19 -0.267
O -8.41709 0.06889 -0.80249 -0.11 -0.31 0.17 -0.489
C 5.91269 -0.86219 -0.83065 0.09 -0.05 -0.02 -0.260
C -8.67884 1.28044 -1.48642 -0.06 0.31 -0.17 -0.254
C -5.49162 -1.69906 0.31096 -0.01 0.28 -0.14 -0.173
H 3.47080 2.01852 -1.37061 -0.02 -0.18 -0.04 0.234
H -8.29155 2.13191 -0.92306 -0.05 -0.02 -0.07 0.190
C 0.73766 2.21237 -0.30989 0.21 -0.01 0.04 -0.203
C -7.12432 -0.21666 -0.58238 0.60 0.03 0.02 0.492
N -6.19483 0.62586 -1.00060 -0.96 -0.12 0.02 -0.481
H 1.34598 0.82808 3.22031 0.00 -0.05 0.09 0.206
H -9.76096 1.34411 -1.57728 0.05 -0.02 0.01 0.191
H 2.24185 0.99831 -2.12112 0.05 0.29 0.07 0.246
```
Forces are in eV/Å.

---

Entry 3:
ORCA calculation (ωB97M-V/def2-TZVPD) on a structure of composition C26H22CoF4IN5O.

For the HOMO energy (spin up / spin down), the calculation gives -0.535 / -0.533 Eh. For the calculated total energy, the calculation gives -3432.27530 hartree. As for the gap between HOMO and LUMO (spin up / spin down): 6.221 / 6.201 eV. The spin multiplicity is 2. As for the net charge: +2. The calculation puts the LUMO energy (spin up / spin down) at -8.3 / -8.3 eV.

Structure (XYZ):
```
60
Properties=species:S:1:pos:R:3:forces:R:3:mulliken_spin:R:1
C -6.07247 0.55199 5.49509 0.25 -0.05 -0.11 0.002
H -0.93609 -0.67765 -3.79417 0.01 0.01 0.00 -0.001
N 1.97308 3.15723 -0.15895 0.05 -0.01 0.02 0.000
H 2.45281 0.31849 -4.86892 0.01 -0.01 0.00 0.000
N -3.08007 -0.01008 7.04567 -0.02 -0.04 0.09 -0.010
H 2.91430 1.69587 2.63502 0.05 0.00 -0.02 -0.001
H 1.40232 -3.12052 0.99776 0.01 0.00 0.00 0.001
F -2.00582 0.04489 4.27478 -0.08 0.04 -0.05 -0.001
C 2.49637 2.56019 2.13314 -0.02 0.00 0.02 0.001
H -0.67035 -2.84254 -3.49016 0.01 -0.01 0.00 0.000
H 4.53076 0.38416 -0.38358 0.00 0.00 -0.01 0.000
H -1.44431 -2.42385 -1.96984 0.02 0.01 0.01 -0.005
C -1.65637 0.95408 -0.64619 -0.49 -0.16 -0.06 -0.029
N -0.56930 0.93962 -1.02456 -0.16 -0.12 0.20 0.025
F -6.45811 1.20504 3.00659 0.07 -0.03 0.00 -0.001
H 2.30696 1.70392 -3.80526 0.00 -0.01 0.01 0.000
N -7.15465 0.57778 5.87682 -0.05 0.04 0.05 -0.010
C -4.29178 0.59486 3.79715 0.17 0.06 -0.52 0.009
H 4.30707 1.23696 -1.90582 0.00 0.00 -0.01 0.001
C -2.90371 0.40176 3.38061 -0.19 0.00 0.20 -0.009
C 3.08311 -0.52611 -1.69195 0.13 0.02 0.00 0.001
C -3.79629 0.17313 6.16801 -0.11 0.08 -0.31 0.002
C -4.69966 0.44909 5.07987 -0.17 -0.06 0.59 -0.015
C 3.60231 -1.94390 0.36121 -0.07 0.10 0.04 0.005
C 0.10410 -0.48394 -4.04429 -0.04 0.03 0.07 -0.004
N -4.56393 1.11915 -2.34616 0.02 -0.03 -0.03 0.008
I 0.74159 3.11939 3.21172 -0.03 0.05 0.05 0.000
F -5.67307 1.46600 0.52125 0.09 -0.06 0.03 0.001
H 3.64999 -3.02811 0.44332 0.00 0.00 0.00 -0.003
H 0.07446 -3.60437 -0.04802 0.00 0.01 0.01 0.000
H 3.23039 -1.56145 1.31490 0.00 0.01 -0.01 -0.005
C 2.74424 0.70700 -3.89508 -0.08 0.05 0.10 0.002
C -2.51943 0.53532 2.10356 0.15 0.06 -0.19 0.003
C -3.03247 0.95588 -0.27497 0.24 0.22 -0.36 0.021
C 1.13763 -3.38680 -0.02331 0.00 0.07 -0.02 -0.003
H 3.82430 0.81224 -3.89503 0.01 -0.01 -0.01 -0.001
C 1.51290 -2.29196 -0.98767 -0.01 -0.16 0.13 0.064
C 0.68303 -1.96773 -2.07539 -0.19 0.08 -0.05 -0.031
H 0.20364 0.57090 -4.28829 0.01 -0.01 0.00 0.001
C 4.34575 0.25318 -1.44688 -0.05 0.02 0.06 -0.002
C 2.07188 2.19990 0.75104 -0.20 0.10 -0.15 0.008
Co 1.06800 -0.03135 -0.91830 0.79 -0.27 -0.25 1.052
H 1.67344 -4.30710 -0.26959 0.00 0.01 -0.01 0.004
C -4.79960 1.08609 1.43910 0.13 -0.06 -0.28 0.007
H 0.34106 -1.05645 -4.94532 -0.01 0.00 0.00 0.001
C -3.92774 1.06217 -1.39184 0.18 0.09 0.04 -0.003
C -5.20411 0.95682 2.71271 0.06 -0.07 0.39 -0.011
F -1.23827 0.29011 1.78400 -0.21 0.02 0.02 0.012
H 5.20243 -0.27916 -1.86793 0.00 0.00 0.00 0.001
C 2.28432 -0.23678 -2.80994 0.05 0.09 -0.22 -0.005
H 2.15796 4.12039 0.07613 0.00 -0.01 0.00 0.001
H -0.38661 -3.82755 -2.06629 0.00 -0.01 0.00 -0.002
H 3.17899 3.40370 2.16233 0.00 0.00 -0.01 0.000
H 4.61423 -1.57958 0.22262 0.00 -0.02 0.00 0.000
C -0.52232 -2.80780 -2.41397 -0.07 0.13 0.12 0.005
O 1.80116 1.00295 0.49926 -0.02 -0.20 0.19 0.013
C 1.03220 -0.88244 -2.93116 -0.02 -0.07 -0.22 -0.007
H 1.58827 2.95867 -1.06962 0.00 0.00 0.00 -0.003
C 2.69993 -1.55895 -0.78000 0.03 0.03 0.04 -0.076
C -3.42845 0.86725 1.03479 -0.20 0.02 0.41 -0.013
```
Forces are in eV/Å.

---

Entry 4:
ORCA calculation (ωB97M-V/def2-TZVPD) on a structure of composition C26H22F6N3OPS6SbV in a non-equilibrium geometry.

For the HOMO energy (spin up / spin down), the calculation gives -0.530 / -0.530 Eh. For the calculated total energy, the calculation gives -5757.07005 hartree. As for the gap between HOMO and LUMO (spin up / spin down): 6.924 / 6.949 eV. The energy relative to the best compared isomer or geometry (same formula, charge and spin) comes out at 0.0 kcal per mole. As for the net charge: +2. The calculation puts the LUMO energy (spin up / spin down) at -7.5 / -7.5 eV.

Structure (XYZ):
```
67
Properties=species:S:1:pos:R:3:forces:R:3:nbo_charge:R:1
C -4.07611 1.56625 -4.29179 0.00 -0.01 0.01 -0.217
F 0.69447 -3.07494 2.33831 -0.14 0.01 -0.07 -0.624
H -4.71378 1.13829 -0.37040 0.01 0.00 0.01 0.220
C 2.34693 -0.54480 -3.27364 0.00 0.01 0.00 -0.226
C -3.26918 2.66984 -4.54165 0.00 0.00 0.00 -0.144
H -1.56317 3.81410 -3.91927 0.00 0.00 0.00 0.236
C -0.76956 4.48261 2.66763 0.02 0.01 -0.02 -0.090
N 0.73687 -0.30012 -1.51717 0.08 -0.07 0.03 -0.465
H -7.03797 -2.10751 1.14783 0.00 0.00 0.00 0.240
F 1.52527 -2.66527 -0.22598 -0.43 -0.07 0.22 -0.652
H -2.48810 3.24886 2.91491 -0.01 0.01 0.02 0.280
C -2.18514 2.95180 -3.72094 0.00 0.00 0.00 -0.190
H -2.85937 0.32834 4.19176 -0.01 -0.02 0.02 0.225
H -6.78666 0.30143 0.65644 0.00 0.00 0.00 0.238
C -5.08545 -2.62607 0.43721 -0.02 0.01 0.01 -0.199
S 1.01358 2.68722 -0.41610 -0.13 -0.06 -0.11 0.078
H -3.09334 -2.86196 -0.28545 -0.04 0.02 0.00 0.239
C -2.52568 0.56772 5.19880 -0.02 -0.02 -0.03 -0.778
H -3.48980 3.31524 -5.38140 0.00 0.00 0.00 0.241
C -3.90191 -2.16375 -0.11252 0.04 -0.05 -0.01 -0.136
H 1.76534 -1.78241 -4.93740 0.00 0.00 0.00 0.253
H -3.16097 0.03100 5.90449 -0.01 0.01 0.00 0.278
F -1.69597 -1.80398 1.70052 0.18 -0.07 -0.03 -0.674
C -5.97713 -0.38324 0.44401 0.00 -0.01 -0.01 -0.227
H 0.50749 5.23268 1.15296 0.00 0.00 -0.01 0.265
S 0.41423 3.44715 6.76918 0.03 0.06 -0.02 0.628
C -1.46228 3.29752 3.29480 0.00 -0.03 0.01 -0.331
H -1.79898 -2.19921 -2.02460 -0.03 0.00 -0.04 0.457
C -6.11612 -1.73945 0.71765 0.01 0.01 -0.01 -0.138
C -4.80759 0.08690 -0.12488 -0.04 0.00 -0.01 -0.106
N -1.34130 -1.38786 -1.62718 0.06 -0.08 0.06 -0.975
C -0.09775 -1.07736 -2.22375 0.00 0.03 -0.03 0.385
C -3.76547 -0.80571 -0.40061 0.02 0.04 -0.09 -0.525
S -1.84547 4.97145 5.58505 0.03 0.02 -0.03 0.446
F 2.13436 0.21043 0.60682 -0.71 -0.03 0.17 -0.400
H -1.50286 0.23405 5.37240 0.00 0.02 -0.01 0.231
N -0.08376 1.97085 1.70174 -0.08 -0.08 -0.11 -0.551
F -0.97512 -3.67799 0.03261 0.17 -0.07 0.00 -0.657
H 3.33381 -0.30834 -3.64290 0.00 0.00 0.00 0.256
H 2.60820 0.57735 -1.47759 0.00 -0.01 0.02 0.242
C -3.80201 0.73874 -3.21695 0.00 -0.01 -0.03 -0.104
H -4.43771 -0.11620 -3.02203 0.00 -0.01 0.01 0.224
Sb -0.03191 -2.27163 0.83742 0.19 0.24 -0.21 2.770
H -1.06177 2.35069 -1.99747 0.00 0.00 0.00 0.231
H -0.49069 -2.23245 -3.97639 0.00 -0.01 0.00 0.245
H -4.92063 1.35254 -4.93223 0.00 0.01 0.00 0.242
P -2.29990 -0.11672 -1.10077 -0.10 0.04 0.35 2.149
C -0.18056 2.86573 5.32033 -0.03 -0.08 0.00 -0.314
C 0.22967 -1.61753 -3.45472 0.02 0.01 -0.04 -0.253
O -1.35946 0.57303 -0.07936 -0.30 0.16 0.07 -0.991
S 0.54734 1.75246 4.31600 0.00 0.05 0.00 0.582
H -1.38559 1.11676 3.02917 0.00 0.01 0.00 0.268
C -2.71262 1.02458 -2.38715 0.07 -0.09 -0.06 -0.528
S -2.79901 2.29500 5.64585 -0.02 -0.02 0.04 0.335
C -0.74020 1.98584 2.96147 0.07 0.01 0.04 -0.121
H -5.19941 -3.67943 0.65236 0.00 0.00 0.00 0.244
C 1.47835 -1.36028 -3.98404 -0.01 0.01 0.02 -0.087
H -1.01254 5.46503 3.05273 -0.02 -0.01 0.00 0.249
F 0.41718 -0.30397 2.26668 -0.13 -0.26 0.31 -0.528
C 0.31302 3.05193 1.07158 -0.25 -0.01 0.01 0.162
C 1.94333 -0.03988 -2.06037 -0.01 0.05 -0.01 0.084
C 0.05744 4.37267 1.62904 0.11 0.01 0.06 -0.264
C -0.76017 4.80267 6.95014 -0.10 -0.10 0.11 -0.594
V 0.39928 0.40557 0.56974 1.39 0.30 -0.55 1.101
S -0.71963 5.73642 8.23688 0.03 0.03 -0.06 0.306
C -1.89968 2.12916 -2.64375 -0.01 0.02 0.01 -0.173
C -1.51732 3.34778 4.83568 0.11 0.09 0.00 -0.367
```
Forces are in eV/Å.